Formula: C6H40NO14
Source: the Open Molecules 2025 dataset
Level of theory: ωB97M-V/def2-TZVPD

The geometry in XYZ format:
```
61
C6H40NO14 (ωB97M-V/def2-TZVPD)
C 1.53846 0.41425 2.80075
C 1.73730 0.79369 1.32840
N 0.29738 0.88466 0.72817
C -1.74283 0.40136 -2.46627
C -1.31282 0.57409 -1.00727
C 0.11734 0.91660 -0.69611
C 0.55731 2.21994 -1.47214
O 1.66412 2.81797 -0.91978
H 0.98870 -0.54576 2.98144
H 0.90524 1.07794 3.43123
H 2.40030 0.33242 3.57529
H 2.40353 1.67370 1.38448
H 2.17247 -0.06079 0.84436
H -0.15611 1.74966 1.05558
H -1.38717 1.36432 -2.98439
H -1.24477 -0.45189 -2.97052
H -2.76751 0.15884 -2.56401
H -1.99562 1.32087 -0.59769
H -1.66295 -0.34762 -0.51204
H 0.80407 0.05547 -1.08215
H 0.84446 1.75284 -2.48664
H -0.33005 2.89455 -1.58076
H 0.20306 4.67897 1.16714
H 1.46588 3.35520 -0.03399
O 0.79700 3.95391 1.37593
H -1.68595 -2.62868 -1.34232
H -1.07388 -1.86015 -0.12978
O -1.06464 -2.71015 -0.59708
H -2.06639 1.80602 1.98490
H -3.80240 1.35482 1.72393
O -2.88103 1.20446 1.63461
H 0.66922 -3.65362 2.11202
H 1.54017 -2.32395 2.02267
O 1.54228 -3.26758 2.22968
H -0.59322 2.49036 3.56061
H 0.33719 3.50007 2.09525
O -0.94268 2.40646 2.67781
H -1.58794 -4.18352 -2.88418
H -1.89044 -2.91673 -3.52619
O -2.22096 -3.54086 -2.88041
H 2.86153 -1.17004 -2.79177
H 2.38408 -2.35768 -1.89390
O 2.56927 -2.08601 -2.83151
H -1.79420 3.84577 2.53640
H -2.77667 4.61384 1.44261
O -2.06661 4.66969 2.06179
H 1.61989 -3.34680 0.39523
H 0.66909 -3.07561 -0.73504
O 1.62481 -2.88601 -0.47966
H 0.31386 -1.45153 -3.93447
H 1.04077 -2.57987 -3.65321
O 0.10966 -2.33539 -3.85791
H -1.07117 -3.90191 0.76866
H -1.08674 -3.30442 2.10066
O -0.93282 -4.14791 1.66900
H 4.74306 1.43589 -1.30241
H 3.19834 1.71763 -1.28574
O 3.92958 1.14666 -1.62836
H -1.27337 -0.53019 1.92826
H -2.68981 -0.66804 1.61486
O -1.94865 -1.25019 1.89602
```

Results
Spin multiplicity = 1
ΔE to the lowest compared entry with this formula, charge and spin = 325.9 kJ/mol
Total charge = -1

---

Formula: C8H13NO
Source: the Open Molecules 2025 dataset
Level of theory: ωB97M-V/def2-TZVPD

The geometry in XYZ format:
```
23
C8H13NO (ωB97M-V/def2-TZVPD)
C 2.48799 1.84830 1.88028
C 1.35913 1.59836 1.12175
C 0.74559 2.55132 0.25622
C -0.21906 1.64634 -0.47592
N -0.70262 0.79175 0.60601
C -1.35586 -0.48627 0.12533
C -0.15835 -1.52236 -0.06091
C 0.92665 -0.94349 0.78602
O 2.14773 -0.81680 0.08284
C 0.49682 0.40705 1.32575
H 3.11325 2.78590 2.00409
H 2.59254 1.13681 2.70590
H 0.16115 3.30577 0.72174
H 1.55594 2.94121 -0.40608
H -0.99240 2.27467 -1.00974
H 0.43534 1.03945 -1.10062
H -1.85132 -0.32021 -0.79349
H -2.05265 -0.78332 0.95666
H 0.15680 -1.54040 -1.12507
H -0.50828 -2.54576 0.21684
H 1.12645 -1.64307 1.64558
H 2.50685 0.10541 0.24487
H 0.19938 0.34043 2.46304
```

Results
Spin multiplicity = 1
ΔE to the lowest compared entry with this formula, charge and spin = 214.3 kJ/mol
SMILES = C=C1CCN2CC[C@@H](O)[C@@H]12

---

Formula: C11H15F2N
Source: the Open Molecules 2025 dataset
Level of theory: ωB97M-V/def2-TZVPD

The geometry in XYZ format:
```
29
C11H15F2N (ωB97M-V/def2-TZVPD)
N -0.64323 0.21149 -1.36673
C 0.44330 0.61306 -0.63960
C 1.58325 -0.02452 -0.26305
C 1.88874 -1.41863 -0.64083
C 3.01763 -2.03847 -0.33224
C 4.11981 -1.40771 0.37745
C 3.90413 -0.15242 0.75184
C 2.63533 0.57233 0.57475
C 0.20473 2.01557 -0.20417
F 1.13808 2.90473 -0.66842
F 0.22136 2.04579 1.17090
H -1.47684 0.37907 -0.77030
H -0.50495 -0.74598 -1.83154
H 1.18930 -1.87832 -1.32120
H 3.12207 -3.18901 -0.34681
H 4.98141 -2.17117 0.53679
H 4.68440 0.40305 1.28967
H 2.85618 1.63216 0.25105
H 2.37434 0.76270 1.66689
H -0.80543 2.41053 -0.47083
C -2.74344 -0.29648 1.03523
C -3.72452 0.44847 0.42572
C -4.69652 -0.24589 -0.47165
H -2.14684 0.13952 1.76950
H -2.70560 -1.40894 0.84631
H -4.04254 1.46719 0.64718
H -5.69259 -0.31467 0.03921
H -4.32769 -1.17690 -0.68565
H -4.85388 0.46346 -1.36948
```

Results
Spin multiplicity = 1
SMILES = N/C(=C1\C=CC=CC1)C(F)F.C=CC

---

Number 1: HOMO level -5.839 eV, energy -1360.75506 Ha, LUMO energy 2.75 eV. Number 2: HOMO level -8.676 eV, energy -442.54763 Ha, LUMO energy 0.80 eV. Number 3: HOMO level -7.195 eV, energy -682.50928 Ha, LUMO energy 0.67 eV.